Molecular formula: C5H10N2O2
Method: DFT, ωB97M-V/def2-TZVPD

Geometry as XYZ:
```
19
Properties=species:S:1:pos:R:3:forces:R:3
C 0.5890 1.7654 -0.4950 -1.87 1.19 -0.47
C 1.0090 0.3200 -0.1590 -1.14 0.24 0.11
N 0.2300 -0.7233 -0.0732 1.90 1.06 -0.81
C -1.0090 -0.5811 -0.7493 -2.30 0.45 3.28
C -2.2822 -1.2587 -0.1654 1.10 -1.18 -0.91
C -2.1245 0.2577 -0.0237 -0.28 -1.46 -3.13
O -1.8144 0.8348 1.1252 2.32 -1.59 5.20
N 2.3430 0.2573 0.1965 2.94 -0.97 -2.48
O 2.8656 -1.0799 0.3726 -1.14 -0.10 0.26
H 0.7161 1.9987 -1.6670 -0.08 -0.39 2.71
H 1.1590 2.5867 0.2104 -1.42 -2.26 -2.02
H -0.6288 1.7725 -0.2684 3.78 0.54 -0.65
H -1.0590 -0.3081 -1.7485 0.47 -0.20 -1.96
H -2.8037 -1.8169 -0.9504 -0.62 0.99 0.11
H -2.1567 -2.0553 0.6316 0.18 1.79 -0.29
H -2.6277 1.0456 -0.6603 0.04 -1.51 0.55
H -1.2092 0.1576 1.7085 -2.11 2.49 -2.13
H 2.9793 0.5072 -0.6844 -2.07 0.30 2.45
H 2.1163 -1.6850 0.1375 0.31 0.61 0.19
```
Positions in Å, forces in eV/Å.

Output
structure (SMILES): C/C(=N\[C@H]1C[C@H]1O)NO
calculated total energy: -456.321990 Eh
charge: 0
E_HOMO: -8.54 eV
HOMO-LUMO gap: 9.3 eV